[1]
{
  "formula": "BF4H16O8",
  "method": "wB97M-V/def2-TZVPD",
  "species": ["B", "F", "F", "F", "F", "O", "H", "H", "O", "H", "H", "O", "H", "H", "O", "H", "H", "O", "H", "H", "O", "H", "H", "O", "H", "H", "O", "H", "H"],
  "xyz": [[0.0657, -0.2297, -0.1537], [-1.0110, 0.4654, -0.7506], [1.2214, 0.2000, -0.8520], [0.1161, 0.0311, 1.2108], [-0.0276, -1.6112, -0.4189], [-0.6500, 3.0375, 0.4969], [-0.4964, 2.0928, 0.3693], [-1.5883, 3.1340, 0.3080], [-0.1503, -3.4610, 1.7921], [0.6172, -3.3245, 2.3536], [-0.0769, -2.7780, 1.1099], [-1.9289, -0.5710, 2.8981], [-1.0802, -0.6907, 2.4468], [-1.7497, -0.8053, 3.8122], [-3.6685, -0.5917, 0.5741], [-3.1370, -0.5873, 1.3834], [-3.0639, -0.2757, -0.1069], [3.2170, 0.5539, 1.3520], [2.7295, -0.2356, 1.1036], [2.5628, 1.2555, 1.2890], [-1.0751, -2.1518, -2.9562], [-1.6883, -1.6313, -3.4812], [-0.7665, -1.5467, -2.2663], [3.9141, -0.0045, -1.8921], [2.9849, -0.0409, -1.6271], [4.0486, 0.9157, -2.1319], [0.4653, 3.1157, -2.2247], [0.0685, 3.5297, -1.4462], [0.1474, 2.2059, -2.1922]],
  "lowdin_charge": [-1.24, 0.11, 0.11, 0.14, 0.11, -0.05, 0.00, 0.05, -0.06, 0.03, 0.00, -0.05, 0.02, 0.05, -0.07, -0.01, 0.01, -0.06, 0.02, 0.03, -0.06, 0.03, 0.00, -0.07, 0.00, 0.03, -0.07, 0.00, 0.01],
  "e_above_lowest_ev": 0.094,
  "total_charge": -1,
  "largest_force_ha_per_bohr": 0.0321
}

---

[2]
{
  "formula": "BF4H18O9",
  "method": "wB97M-V/def2-TZVPD",
  "species": ["B", "F", "F", "F", "F", "O", "H", "H", "O", "H", "H", "O", "H", "H", "O", "H", "H", "O", "H", "H", "O", "H", "H", "O", "H", "H", "O", "H", "H", "O", "H", "H"],
  "xyz": [[1.5864, -18.4294, -0.0881], [1.9158, -19.5278, -0.8099], [2.0755, -17.4039, -0.8038], [0.2239, -18.3444, 0.1131], [2.4130, -18.2672, 1.0059], [0.1363, -21.6795, 0.9364], [-0.1595, -20.8566, 1.3258], [-0.6314, -22.0160, 0.4743], [-0.8323, -16.5199, -1.6892], [-1.3965, -16.0580, -1.0690], [0.0105, -16.5896, -1.2409], [4.8272, -18.9095, -0.0483], [5.2162, -18.6007, 0.7700], [3.9330, -18.5684, -0.0327], [4.2990, -14.9375, 0.2582], [3.6519, -15.6421, 0.2899], [3.9424, -14.3123, -0.3728], [2.4084, -17.9194, -3.4229], [2.0294, -17.0750, -3.6669], [2.3585, -17.9377, -2.4672], [2.7686, -21.6545, 0.4550], [1.8462, -21.5051, 0.6629], [3.0974, -20.7951, 0.1913], [-0.4966, -19.6552, -2.1455], [0.3046, -20.1134, -1.8920], [-0.5252, -18.8878, -1.5741], [2.5851, -20.4396, 3.8355], [2.8493, -20.1265, 2.9704], [1.9278, -19.8086, 4.1287], [0.1338, -17.2058, 2.9774], [0.7126, -17.3913, 2.2378], [-0.0982, -16.2829, 2.8749]],
  "lowdin_charge": [-1.44, 0.18, 0.16, 0.15, 0.14, -0.02, 0.05, 0.06, -0.03, 0.04, 0.01, -0.03, 0.04, -0.02, -0.05, 0.01, 0.03, -0.05, 0.02, -0.02, -0.07, -0.04, -0.01, -0.06, 0.02, -0.02, -0.05, 0.01, 0.02, -0.05, -0.01, 0.03],
  "e_above_lowest_ev": 1.162,
  "total_charge": -1,
  "largest_force_ha_per_bohr": 0.0915
}

---

[3]
{
  "formula": "BF4H24O12",
  "method": "wB97M-V/def2-TZVPD",
  "species": ["B", "F", "F", "F", "F", "O", "H", "H", "O", "H", "H", "O", "H", "H", "O", "H", "H", "O", "H", "H", "O", "H", "H", "O", "H", "H", "O", "H", "H", "O", "H", "H", "O", "H", "H", "O", "H", "H", "O", "H", "H"],
  "xyz": [[-0.6736, -0.1726, 0.2210], [-1.1229, 0.9812, 0.8926], [0.2846, 0.2025, -0.7275], [-0.0603, -1.0267, 1.1504], [-1.7488, -0.8345, -0.3812], [-3.0170, 0.0253, -2.6369], [-2.6240, -0.0766, -1.7576], [-3.9612, -0.0618, -2.4850], [-3.2151, -0.3628, 2.5939], [-2.4506, -0.2173, 2.0236], [-3.0776, 0.2427, 3.3269], [-0.0012, -1.8128, -3.4622], [-0.8719, -1.4563, -3.2539], [0.5904, -1.0513, -3.3672], [1.1635, 0.7950, -3.1883], [1.3300, 0.7601, -2.2383], [0.9974, 1.7213, -3.3766], [1.6943, -2.6821, -1.1128], [0.8298, -2.3198, -0.8932], [1.5653, -3.0647, -1.9858], [3.4012, 2.1416, -0.5756], [2.7375, 1.8319, 0.0632], [4.0107, 2.6622, -0.0472], [1.6973, 1.6012, 1.5481], [0.9451, 1.1172, 1.1799], [2.0076, 1.0346, 2.2629], [0.1982, 3.8490, 0.7313], [-0.4558, 3.1424, 0.7313], [0.9513, 3.4665, 1.1980], [-4.2199, 3.0666, -0.0657], [-4.4979, 3.8232, 0.4563], [-3.5073, 2.6636, 0.4406], [2.0632, -2.9265, 2.7850], [1.9860, -2.1653, 2.1937], [2.8696, -2.7552, 3.2772], [-1.9353, -3.2560, 0.9598], [-1.5749, -2.4180, 0.6399], [-1.2766, -3.5695, 1.5856], [3.2177, -1.0221, 0.7500], [2.8929, -0.1882, 0.4001], [2.8583, -1.6879, 0.1440]],
  "lowdin_charge": [-1.27, 0.12, 0.14, 0.14, 0.13, -0.06, 0.00, 0.03, -0.05, -0.01, 0.03, -0.07, 0.02, 0.00, -0.05, 0.02, 0.05, -0.04, 0.02, 0.04, -0.06, -0.02, 0.03, -0.05, 0.02, 0.08, -0.07, 0.01, 0.00, -0.05, 0.03, 0.02, -0.07, -0.01, 0.02, -0.06, -0.02, 0.03, -0.06, 0.00, 0.01],
  "e_above_lowest_ev": 0.561,
  "total_charge": -1,
  "largest_force_ha_per_bohr": 0.0078
}

---

[4]
{
  "formula": "BF4H24O12",
  "method": "wB97M-V/def2-TZVPD",
  "species": ["B", "F", "F", "F", "F", "O", "H", "H", "O", "H", "H", "O", "H", "H", "O", "H", "H", "O", "H", "H", "O", "H", "H", "O", "H", "H", "O", "H", "H", "O", "H", "H", "O", "H", "H", "O", "H", "H", "O", "H", "H"],
  "xyz": [[-0.2760, -0.2241, -0.1380], [0.3449, 0.2590, 1.0422], [0.5854, -1.1010, -0.7244], [-1.3770, -1.0444, 0.0678], [-0.6476, 0.7626, -1.0114], [2.0370, 2.3465, 2.2880], [1.3893, 2.5523, 2.9620], [1.9225, 1.4107, 2.1229], [-2.8239, 0.0532, -3.5494], [-2.8770, 0.4486, -2.6792], [-2.1229, 0.5342, -3.9891], [1.2937, -0.0958, 3.8402], [0.9955, 0.7970, 4.0140], [0.5041, -0.6316, 3.9162], [0.3760, -0.2833, -3.3408], [0.3194, -0.1382, -2.3964], [0.8824, -1.0907, -3.4297], [-0.2587, -3.8059, 0.5331], [0.1592, -2.9517, 0.6425], [-0.9377, -3.6583, -0.1252], [-1.2402, 2.7701, -2.4180], [-0.9181, 1.9220, -2.1128], [-0.4820, 3.1787, -2.8357], [3.2985, -1.0700, 2.1479], [3.8455, -1.4257, 2.8482], [2.4718, -0.8499, 2.5773], [-3.8089, 1.6147, -1.2802], [-3.0671, 2.0882, -1.6567], [-3.7027, 1.7154, -0.3343], [3.3733, -0.3286, -0.5577], [3.8391, -1.0539, -0.9738], [3.3917, -0.5361, 0.3766], [-2.0357, 0.8494, 2.5594], [-1.6599, 0.3560, 3.2885], [-1.4592, 0.6602, 1.8191], [2.0746, 1.9068, -0.6354], [2.6395, 1.1349, -0.6704], [1.3234, 1.6309, -0.1103], [-2.3422, -3.1243, -0.9911], [-2.1299, -2.2047, -0.8317], [-2.8998, -3.3732, -0.2540]],
  "lowdin_charge": [-1.33, 0.12, 0.17, 0.15, 0.16, -0.01, 0.04, -0.01, 0.04, -0.01, 0.04, -0.02, 0.04, 0.06, 0.08, 0.00, 0.08, -0.06, 0.00, -0.04, -0.04, -0.02, 0.05, -0.03, 0.06, -0.01, -0.03, 0.00, 0.05, -0.02, 0.08, 0.01, -0.03, 0.02, -0.01, 0.30, 0.03, 0.06, -0.04, 0.01, 0.06],
  "e_above_lowest_ev": 0.259,
  "multiplicity": 2,
  "s_squared": 0.7572,
  "largest_force_ha_per_bohr": 0.0519
}

---

[5]
{
  "formula": "BFH3O6P",
  "method": "wB97M-V/def2-TZVPD",
  "species": ["O", "P", "O", "O", "F", "O", "B", "O", "O", "H", "H", "H"],
  "xyz": [[2.3050, -0.9441, 1.4719], [1.3460, -0.3186, 0.5786], [1.7390, -0.3434, -0.9414], [1.1412, 1.2644, 0.9811], [1.2383, 2.0727, -0.1970], [-0.0912, -0.9786, 0.6975], [-1.2140, -0.4364, 0.0630], [-1.5694, 0.8604, 0.2435], [-1.9704, -1.2666, -0.7468], [1.7253, 0.5242, -1.3678], [-1.9698, 1.2346, -0.5445], [-2.6800, -1.6685, -0.2381]],
  "lowdin_charge": [-0.19, 0.39, -0.05, -0.07, -0.07, 0.07, -0.81, 0.21, 0.18, 0.09, 0.13, 0.11],
  "total_energy_ha": -919.44031,
  "largest_force_ha_per_bohr": 0.0339
}

---

[6]
{
  "formula": "BH18O7",
  "method": "wB97M-V/def2-TZVPD",
  "species": ["B", "H", "H", "H", "H", "O", "H", "H", "O", "H", "H", "O", "H", "H", "O", "H", "H", "O", "H", "H", "O", "H", "H", "O", "H", "H"],
  "xyz": [[0.1437, -0.3640, -0.2381], [0.4232, -1.6422, -0.0825], [-0.8221, -0.2298, -0.9610], [0.1791, 0.0537, 0.9721], [0.9977, 0.1996, -0.6424], [-0.2558, 2.9483, 0.1542], [0.3211, 3.4337, 0.5387], [0.4349, 2.2153, 0.2376], [-0.1880, -1.8613, -2.9556], [0.4149, -1.4987, -3.5252], [-0.0440, -1.7027, -1.9759], [-3.3340, -0.3478, -0.6336], [-3.4096, -0.2344, 0.3524], [-2.4211, -0.2994, -0.7401], [-0.4137, -0.1570, 3.7703], [-0.4214, 0.9131, 3.9370], [-0.2826, -0.4286, 2.7751], [-0.9745, -3.4404, 1.6626], [-1.4814, -4.0398, 0.9854], [-0.4606, -2.6477, 1.1072], [0.7538, 1.7055, -3.0416], [1.1032, 1.4477, -2.0682], [1.6130, 1.8808, -3.5477], [2.5263, 1.7190, 1.2707], [3.3325, 1.5419, 1.6510], [2.2655, 0.8354, 0.9975]],
  "lowdin_charge": [-0.35, 0.00, -0.01, -0.02, -0.10, -0.01, -0.10, 0.03, -0.08, -0.04, -0.01, -0.07, 0.06, -0.09, -0.21, 0.11, 0.03, -0.21, 0.07, 0.06, -0.15, 0.06, 0.05, -0.02, -0.01, 0.01],
  "e_above_lowest_ev": 3.250,
  "total_charge": -1,
  "largest_force_ha_per_bohr": 0.1922
}

---

[7]
{
  "formula": "BH22NO7",
  "method": "wB97M-V/def2-TZVPD",
  "species": ["N", "H", "H", "H", "H", "B", "H", "H", "H", "H", "O", "H", "H", "O", "H", "H", "O", "H", "H", "O", "H", "H", "O", "H", "H", "O", "H", "H", "O", "H", "H"],
  "xyz": [[-29.8498, 56.7214, 4.1161], [-29.9702, 56.5540, 3.2955], [-29.4253, 57.6749, 4.2583], [-29.2329, 56.0157, 4.5886], [-30.6757, 56.5609, 4.6982], [-25.4163, 56.6776, 4.7788], [-25.1290, 58.0250, 4.9363], [-24.7168, 55.8824, 5.5340], [-26.5409, 56.2195, 4.9740], [-25.2790, 56.1325, 3.6417], [-25.5231, 57.9268, 0.8881], [-25.4199, 57.4356, 1.7449], [-26.1531, 57.3728, 0.3565], [-21.9919, 55.3323, 3.2723], [-22.9466, 55.5319, 3.2207], [-21.8176, 55.3667, 4.2554], [-23.1294, 53.3046, 5.8014], [-22.3732, 53.8198, 5.9200], [-23.7163, 53.8891, 5.4011], [-23.1745, 60.2110, 5.1660], [-23.5675, 61.1600, 4.9281], [-23.7074, 59.6541, 4.7485], [-26.6541, 53.4556, 4.7210], [-26.1927, 54.0928, 4.8304], [-26.7613, 53.0092, 5.5525], [-26.2113, 58.0962, 8.0452], [-26.1070, 57.7901, 7.1086], [-26.8544, 57.5259, 8.5368], [-27.5700, 59.4496, 4.5318], [-26.8014, 58.8861, 4.3030], [-27.5080, 59.6436, 5.4298]],
  "lowdin_charge": [0.39, 0.01, 0.17, 0.18, 0.17, -0.39, 0.01, -0.02, -0.09, -0.05, -0.11, 0.01, 0.05, -0.09, 0.01, 0.05, -0.01, 0.00, -0.04, -0.05, 0.12, -0.11, 0.07, -0.20, 0.06, -0.10, 0.00, 0.05, -0.06, -0.01, 0.00],
  "e_above_lowest_ev": 1.538,
  "largest_force_ha_per_bohr": 0.3146
}

---

[8]
{
  "formula": "BH24NiO10",
  "method": "wB97M-V/def2-TZVPD",
  "species": ["Ni", "B", "H", "H", "H", "H", "O", "H", "H", "O", "H", "H", "O", "H", "H", "O", "H", "H", "O", "H", "H", "O", "H", "H", "O", "H", "H", "O", "H", "H", "O", "H", "H", "O", "H", "H"],
  "xyz": [[2.3117, -0.3378, 0.6368], [0.1226, -0.2098, 0.1915], [0.4434, -0.8504, 1.1607], [-0.9839, -0.5006, -0.1003], [0.2140, 0.9392, 0.5105], [0.8241, -0.5178, -0.7348], [2.8433, 1.3956, -0.3718], [2.9084, 2.3394, -0.1873], [3.2316, 1.2638, -1.2449], [-0.3222, 3.1090, 2.0512], [-0.1606, 4.0238, 1.8026], [-0.8019, 2.7306, 1.3052], [-2.9841, 1.6798, 0.2387], [-2.2691, 1.7057, -0.4088], [-3.4142, 2.5392, 0.2060], [-1.2712, 1.2705, -2.0338], [-0.8409, 0.8316, -1.2743], [-0.5439, 1.5602, -2.5928], [2.8709, -1.4287, -1.1724], [3.6879, -1.9279, -1.3000], [2.3194, -1.6186, -1.9421], [2.3988, -2.1420, 1.6583], [2.3250, -2.3457, 2.5972], [2.2556, -2.9745, 1.1910], [-1.6012, -2.7676, 1.0246], [-1.0339, -2.8942, 1.7890], [-1.3098, -1.9324, 0.6305], [2.2206, 0.5867, 2.4503], [2.8510, 1.0480, 3.0144], [1.3935, 0.5406, 2.9494], [-2.1938, -1.5099, -3.0170], [-2.4431, -1.2985, -3.9218], [-1.8299, -0.6813, -2.6777], [-4.1091, -0.6821, -0.7792], [-3.7215, 0.0819, -0.3334], [-3.3877, -1.0262, -1.3156]],
  "lowdin_charge": [0.71, -0.36, 0.01, 0.03, 0.01, 0.02, -0.01, 0.11, 0.10, -0.06, 0.04, 0.00, -0.04, 0.00, 0.07, -0.06, -0.04, 0.07, -0.03, 0.10, 0.10, -0.02, 0.11, 0.11, -0.06, 0.02, -0.04, -0.01, 0.11, 0.11, -0.05, 0.05, -0.01, -0.06, -0.02, -0.02],
  "e_above_lowest_ev": 0.617,
  "total_charge": 1,
  "multiplicity": 3,
  "s_squared": 2.0033,
  "largest_force_ha_per_bohr": 0.0142
}